Entry from the OMol25 dataset: a 9-piece molecular cluster, C17H30F5N3O17 overall in a non-equilibrium geometry (ωB97M-V/def2-TZVPD).

The calculation puts the LUMO energy (spin up / spin down) at -3.24 / -3.51 eV. The HOMO energy (spin up / spin down) is -7.090 / -13.120 eV. The value obtained for the calculated total energy is -2608.1199 a.u. The spin multiplicity is 2. Its molecular weight is 643.42 g/mol. As for the net charge: +1.

Cartesian coordinates (Å):
N 20.06 -9.93 13.87
H 19.94 -10.17 14.85
H 20.07 -10.72 13.25
H 20.96 -9.47 13.83
H 19.38 -9.26 13.53
N 19.80 -14.73 14.62
H 18.94 -15.15 14.96
H 19.87 -13.83 15.08
H 19.74 -14.61 13.62
H 20.67 -15.19 14.85
N 22.74 -13.19 12.59
H 22.52 -13.92 13.25
H 23.01 -12.31 13.00
H 21.84 -13.11 12.12
H 23.50 -13.54 12.02
C 18.15 -12.94 10.61
C 19.34 -12.93 11.63
O 19.98 -11.90 11.93
O 19.72 -14.00 12.07
H 17.39 -12.27 11.00
H 17.70 -13.93 10.57
H 18.62 -12.64 9.67
C 14.92 -9.49 12.27
C 13.65 -10.00 12.86
O 12.84 -10.27 11.75
C 13.19 -9.46 10.81
O 12.42 -9.03 9.94
O 14.44 -8.89 11.12
F 13.12 -9.10 13.68
H 15.50 -10.39 12.05
H 15.45 -8.73 12.83
H 13.70 -10.93 13.43
C 21.45 -10.30 8.99
C 21.18 -11.48 8.12
O 22.02 -12.49 8.61
C 22.88 -11.95 9.42
O 23.77 -12.55 10.12
O 22.73 -10.64 9.33
F 21.48 -11.12 6.91
H 20.71 -10.45 9.78
H 21.34 -9.33 8.50
H 20.15 -11.81 7.99
C 16.47 -16.25 11.33
C 17.60 -16.63 12.19
O 17.72 -18.00 11.90
C 16.47 -18.50 11.63
O 16.24 -19.74 11.36
O 15.68 -17.42 11.36
F 17.33 -16.43 13.47
H 16.86 -15.99 10.34
H 15.94 -15.43 11.81
H 18.51 -16.10 11.90
C 16.08 -14.14 5.72
C 16.55 -14.30 7.19
O 17.57 -13.29 7.20
C 17.84 -12.91 5.95
O 18.77 -12.17 5.64
O 17.13 -13.55 5.08
F 17.04 -15.51 7.42
H 15.20 -13.50 5.71
H 15.74 -15.11 5.34
H 15.76 -14.11 7.92
C 19.84 -16.02 9.16
C 21.30 -15.60 8.99
O 21.95 -16.81 8.96
C 21.25 -17.74 9.72
O 21.57 -18.90 9.89
O 20.05 -17.18 9.98
F 21.77 -14.94 10.00
H 19.40 -16.32 8.21
H 19.19 -15.32 9.68
H 21.58 -14.99 8.13